No. 1
DFT (ωB97M-V with the def2-TZVPD basis set) results for one molecule with the formula C3H7NO2.

## Properties
ΔE to the lowest compared entry with this formula, charge and spin, kcal/mol: 61.2
Electronic energy, eV: -8807.875
Gap between HOMO and LUMO, eV: 9.871
HOMO level, eV: -8.927

```
13
C3H7NO2 | OMol25 | ωB97M-V with the def2-TZVPD basis set
O -0.456 -0.198 0.515
O -2.537 -0.904 -0.260
N 1.026 0.628 -0.842
C 2.123 0.070 -0.060
C -0.278 0.513 -0.609
C -1.858 -0.343 0.800
H -1.925 -1.021 1.652
H 3.028 0.654 -0.241
H 1.874 0.115 1.001
H -2.242 0.651 1.068
H 2.313 -0.974 -0.329
H 1.266 1.128 -1.683
H -2.333 -0.319 -1.011
```

No. 2
DFT (ωB97M-V with the def2-TZVPD basis set) results for a 2-piece molecular cluster, C3H7NO2 overall.

## Properties
SMILES: C=CC(N)=O.O
ΔE to the lowest compared entry with this formula, charge and spin, kcal/mol: 23.8
Electronic energy, eV: -8809.497
Gap between HOMO and LUMO, eV: 10.395
HOMO level, eV: -9.835

```
13
C3H7NO2 | OMol25 | ωB97M-V with the def2-TZVPD basis set
O -1.422 -0.737 1.474
O 2.577 -0.493 -1.015
N 1.444 0.041 0.890
C -0.600 1.043 -0.922
C 1.546 -0.153 -0.457
C 0.306 0.124 -1.254
H 0.540 -0.040 1.346
H 2.258 -0.231 1.422
H -1.454 1.259 -1.558
H 0.243 -0.424 -2.191
H -1.336 -0.930 0.530
H -0.498 1.632 -0.013
H -2.201 -0.169 1.520
```

No. 3
DFT (ωB97M-V with the def2-TZVPD basis set) results for one molecule with the formula C3H7NO2.

## Properties
SMILES: C/N=C(/O)OC
ΔE to the lowest compared entry with this formula, charge and spin, kcal/mol: 33.6
Electronic energy, eV: -8809.074
Gap between HOMO and LUMO, eV: 10.121
HOMO level, eV: -9.288

```
13
C3H7NO2 | OMol25 | ωB97M-V with the def2-TZVPD basis set
O 0.532 -0.502 1.688
O -0.473 0.657 0.055
N 0.830 -1.178 -0.475
C -0.978 1.447 1.129
C 0.320 -0.380 0.359
C 0.546 -0.970 -1.884
H 0.657 -1.918 -2.418
H 1.108 -1.274 1.787
H -1.593 2.216 0.663
H -1.582 0.841 1.810
H -0.160 1.907 1.689
H -0.462 -0.584 -2.077
H 1.256 -0.262 -2.328
```

No. 4
DFT (ωB97M-V with the def2-TZVPD basis set) results for a 2-piece molecular cluster, C3H7NO2 overall.

## Properties
SMILES: CC=O.NC=O
ΔE to the lowest compared entry with this formula, charge and spin, kcal/mol: 23.1
Electronic energy, eV: -8809.527
Gap between HOMO and LUMO, eV: 10.602
HOMO level, eV: -9.643

```
13
C3H7NO2 | OMol25 | ωB97M-V with the def2-TZVPD basis set
O -0.656 0.142 -1.154
O 1.499 -0.596 1.145
N -1.881 -1.780 -1.137
C 1.531 0.448 0.529
C -0.901 -0.959 -0.693
C 0.883 1.721 0.991
H 2.081 0.513 -0.432
H 0.299 2.146 0.170
H 1.657 2.443 1.276
H -2.438 -1.508 -1.933
H -1.983 -2.707 -0.759
H -0.329 -1.382 0.148
H 0.239 1.518 1.850
```

No. 5
DFT (ωB97M-V with the def2-TZVPD basis set) results for one molecule with the formula C3H7NO2 at a distorted geometry.

## Properties
SMILES: NC(=O)CCO
ΔE to the lowest compared entry with this formula, charge and spin, kcal/mol: 25.7
Electronic energy, eV: -8809.415
Gap between HOMO and LUMO, eV: 10.669
HOMO level, eV: -9.865

```
13
C3H7NO2 | OMol25 | ωB97M-V with the def2-TZVPD basis set
O 1.453 0.801 1.258
O -0.028 1.145 -2.205
N 0.660 -1.232 1.853
C -0.024 -0.339 -0.263
C 0.680 -0.108 1.061
C -0.777 0.735 -1.035
H -0.087 -1.895 1.796
H -0.080 2.101 -2.258
H 0.596 -0.848 -1.007
H 1.017 -1.121 2.786
H -0.748 -1.137 -0.107
H -1.664 0.293 -1.458
H -0.998 1.606 -0.422
```

No. 6
DFT (ωB97M-V with the def2-TZVPD basis set) results for a 2-piece molecular cluster, C3H7NO2 overall at a distorted geometry.

## Properties
ΔE to the lowest compared entry with this formula, charge and spin, kcal/mol: 152.9
Electronic energy, eV: -8803.897
Gap between HOMO and LUMO (alpha / beta), eV: 8.506 / 9.267
HOMO level (alpha / beta), eV: -7.965 / -8.830

```
13
C3H7NO2 | OMol25 | ωB97M-V with the def2-TZVPD basis set
O 2.018 -0.659 0.383
O 0.359 1.341 0.515
N 2.028 0.159 -0.713
C -0.771 0.833 0.555
C -1.815 0.704 -0.453
C 1.139 -1.627 0.334
H 2.679 0.920 -0.505
H 1.177 -2.387 1.038
H -2.397 -0.138 -0.433
H -1.163 0.370 1.542
H -1.401 0.815 -1.401
H -2.599 1.459 -0.240
H 0.745 -1.790 -0.623
```

No. 7
DFT (ωB97M-V with the def2-TZVPD basis set) results for a 2-piece molecular cluster, C3H7NO2 overall.

## Properties
SMILES: N=C=O.CCO
ΔE to the lowest compared entry with this formula, charge and spin, kcal/mol: 23.3
Electronic energy, eV: -8809.520
Gap between HOMO and LUMO, eV: 11.321
HOMO level, eV: -10.687

```
13
C3H7NO2 | OMol25 | ωB97M-V with the def2-TZVPD basis set
O 0.439 -1.044 1.114
O -0.678 0.098 -3.064
N -0.804 -1.604 -1.400
C -0.433 1.132 0.705
C -0.712 -0.706 -2.207
C 0.821 0.283 0.745
H -0.466 -1.583 -0.435
H -0.871 1.220 1.703
H 1.239 -1.573 1.228
H 1.534 0.685 1.477
H -1.182 0.682 0.046
H -0.204 2.133 0.327
H 1.316 0.276 -0.238
```

No. 8
DFT (ωB97M-V with the def2-TZVPD basis set) results for one molecule with the formula C3H7NO2 at a distorted geometry.

## Properties
SMILES: C/C(CO)=N/O
ΔE to the lowest compared entry with this formula, charge and spin, kcal/mol: 92.8
Electronic energy, eV: -8806.503
Gap between HOMO and LUMO, eV: 9.651
HOMO level, eV: -9.241

```
13
C3H7NO2 | OMol25 | ωB97M-V with the def2-TZVPD basis set
O -0.856 -1.951 -0.461
O 1.626 -1.119 -0.863
N -1.256 -0.884 0.358
C 1.091 -0.132 -0.013
C -0.891 1.461 0.427
C -0.430 0.073 0.144
H 1.373 -1.985 -0.513
H -0.512 -1.357 -1.167
H -0.469 2.153 -0.311
H 1.532 0.815 -0.321
H 1.396 -0.318 1.033
H -0.565 1.766 1.420
H -1.979 1.514 0.358
```